Entry 1:
{"formula": "C46H67NO5PbSiTe", "method": "ωB97M-V/def2-TZVPD", "elements": ["Pb", "C", "C", "C", "C", "C", "C", "C", "N", "C", "C", "C", "C", "C", "C", "O", "C", "C", "C", "C", "C", "C", "C", "C", "C", "O", "C", "C", "C", "C", "C", "C", "H", "H", "H", "H", "H", "H", "H", "H", "H", "H", "H", "H", "H", "H", "H", "H", "H", "H", "H", "H", "H", "H", "H", "H", "H", "H", "H", "H", "H", "H", "H", "H", "H", "H", "H", "H", "H", "H", "H", "H", "O", "H", "H", "O", "C", "Te", "C", "H", "H", "H", "H", "H", "H", "C", "C", "C", "C", "Si", "O", "C", "C", "C", "C", "C", "C", "C", "C", "C", "C", "C", "C", "H", "H", "H", "H", "H", "H", "H", "H", "H", "H", "H", "H", "H", "H", "H", "H", "H", "H", "H"], "xyz": [[-0.031731, -0.016507, 0.074263], [0.171485, -5.281934, -3.995617], [1.451812, -5.407399, -3.156299], [1.513810, -6.844184, -2.638182], [2.662959, -5.185671, -4.074874], [1.454154, -4.356575, -2.050467], [1.222252, -3.011867, -2.378914], [1.211904, -2.037431, -1.414786], [1.074054, -0.662254, -1.518645], [0.894457, 0.658372, -2.121769], [0.550368, 0.932347, -3.545105], [0.343680, 2.204879, -3.896126], [0.581727, 3.266331, -2.901125], [0.978473, 3.151843, -1.617273], [1.118797, 1.812714, -1.074737], [1.427074, 1.507982, 0.148455], [1.227154, 4.413489, -0.790739], [2.043577, 5.431600, -1.608552], [2.002945, 4.195289, 0.515087], [-0.134670, 5.036870, -0.422883], [-0.179768, 2.542831, -5.290637], [0.802212, 2.036269, -6.355846], [-1.541160, 1.861620, -5.497109], [-0.374628, 4.044451, -5.511114], [1.341032, -2.435737, 0.025933], [1.154608, -1.491058, 0.965127], [1.651970, -3.749821, 0.318128], [1.706678, -4.674944, -0.741720], [1.937638, -4.161801, 1.762896], [2.327062, -5.638812, 1.871471], [3.103328, -3.340760, 2.331167], [0.690652, -3.965541, 2.638714], [0.133674, -6.064616, -4.756884], [0.112673, -4.324094, -4.514579], [-0.717151, -5.379587, -3.367267], [1.434244, -7.542049, -3.473315], [0.696109, -7.058773, -1.946044], [2.457945, -7.056903, -2.132301], [2.690871, -5.936772, -4.868858], [3.595372, -5.254591, -3.511091], [2.630056, -4.203322, -4.549925], [1.058545, -2.684895, -3.399313], [0.407624, 0.091107, -4.206603], [0.409983, 4.276058, -3.243878], [2.969212, 4.986589, -1.979706], [2.305608, 6.287853, -0.985857], [1.493294, 5.826408, -2.464464], [2.946972, 3.673797, 0.350045], [1.422930, 3.640780, 1.249731], [2.232945, 5.165921, 0.958414], [-0.715399, 5.309836, -1.308412], [-0.001487, 5.940055, 0.178066], [-0.720061, 4.321733, 0.157224], [0.915840, 0.951630, -6.318808], [1.790700, 2.479256, -6.218775], [0.449738, 2.295909, -7.356550], [-1.461665, 0.773684, -5.455332], [-1.958574, 2.123330, -6.471999], [-2.252675, 2.172726, -4.727525], [0.562708, 4.596160, -5.404554], [-1.100302, 4.465472, -4.811016], [-0.749731, 4.226473, -6.518720], [1.966885, -5.696948, -0.514096], [3.227139, -5.861071, 1.293864], [1.526397, -6.296241, 1.523834], [2.532394, -5.894322, 2.912294], [3.988423, -3.435723, 1.698616], [3.364710, -3.694236, 3.332461], [2.856728, -2.283139, 2.408882], [-0.165002, -4.509623, 2.230491], [0.412900, -2.917030, 2.718288], [0.872635, -4.337676, 3.650673], [-0.430195, -0.088440, 2.280850], [-0.102692, -0.760115, 2.902082], [-0.963977, 0.553555, 2.766603], [-0.549697, 0.930709, -1.680600], [-2.008512, -4.252767, -0.350995], [-2.169538, -2.136111, -0.347071], [-4.263100, -2.245333, -0.720549], [-2.318776, -4.631958, -1.321747], [-2.621099, -4.658271, 0.450921], [-0.965275, -4.518174, -0.181943], [-4.734169, -2.789528, 0.094562], [-4.420343, -2.738111, -1.676592], [-4.677266, -1.230950, -0.764306], [-4.964819, 3.467841, 2.336597], [-3.565367, 3.377630, 1.723088], [-3.465327, 4.374869, 0.563876], [-2.528795, 3.720659, 2.795389], [-3.196414, 1.631208, 1.073629], [-1.642141, 1.488980, 0.578002], [-4.250302, 1.262002, -0.442535], [-3.610148, 0.912260, -1.632666], [-4.332017, 0.658651, -2.793265], [-5.716123, 0.746980, -2.786192], [-6.374006, 1.094457, -1.613677], [-5.646983, 1.352809, -0.459180], [-3.704096, 0.448637, 2.485685], [-3.031533, 0.373741, 3.707072], [-3.436098, -0.475984, 4.724570], [-4.543409, -1.295037, 4.544180], [-5.232143, -1.243929, 3.343100], [-4.815663, -0.380631, 2.334724], [-5.107954, 4.453578, 2.794155], [-5.123833, 2.716782, 3.114549], [-5.746421, 3.350986, 1.586975], [-3.647208, 5.395554, 0.922429], [-4.206026, 4.159632, -0.209909], [-2.479665, 4.359709, 0.090534], [-2.671308, 4.748435, 3.149296], [-1.507653, 3.639872, 2.412151], [-2.617496, 3.064253, 3.664628], [-2.527487, 0.847026, -1.664125], [-3.809610, 0.391466, -3.705478], [-6.280063, 0.547937, -3.689259], [-7.454967, 1.165104, -1.599889], [-6.194398, 1.611072, 0.437885], [-2.168925, 1.010141, 3.912629], [-2.888867, -0.499640, 5.659398], [-4.862568, -1.964353, 5.333001], [-6.093248, -1.882136, 3.184839], [-5.369490, -0.387798, 1.403272]], "forces_ev_per_angstrom": [[-3.8, -0.6, 4.4], [-0.1, 0.1, 0.0], [0.0, -0.1, -0.4], [0.0, 0.0, 0.2], [0.1, 0.0, -0.1], [-0.1, 0.2, -0.4], [-0.1, 0.1, -0.4], [0.8, 0.5, 1.5], [1.4, 0.8, -1.4], [-2.6, -1.9, 0.3], [1.8, 0.5, 0.2], [0.1, 0.6, 0.2], [0.0, -0.3, -0.7], [0.3, 0.0, 0.3], [2.1, 0.2, -1.3], [-0.4, 1.5, -2.2], [-0.1, 0.6, 0.2], [0.0, 0.0, -0.2], [0.0, -0.1, 0.1], [0.1, -0.2, 0.0], [-0.1, 0.0, -0.3], [0.1, 0.0, 0.0], [-0.1, 0.0, 0.1], [0.1, 0.1, 0.2], [0.0, 0.4, -1.6], [0.4, -1.1, -0.2], [-0.1, -0.1, 0.1], [0.2, -0.2, 0.4], [0.0, -0.2, 0.2], [0.0, -0.1, -0.1], [0.1, 0.1, 0.1], [-0.1, 0.0, 0.1], [0.0, 0.0, 0.0], [0.0, 0.0, 0.1], [0.0, 0.0, 0.0], [0.0, 0.0, 0.0], [0.0, 0.0, 0.0], [0.0, 0.0, 0.0], [0.0, 0.0, 0.0], [0.0, 0.0, 0.0], [0.0, 0.0, 0.0], [0.1, -0.2, -0.1], [0.0, -0.1, 0.1], [0.1, 0.0, -0.1], [0.0, 0.0, 0.0], [0.0, 0.0, 0.1], [0.0, -0.1, 0.0], [0.0, 0.0, 0.0], [0.0, -0.1, -0.1], [0.0, 0.1, -0.1], [0.1, -0.1, 0.0], [0.1, 0.0, 0.0], [0.2, 0.0, 0.0], [0.0, 0.0, 0.0], [0.0, 0.0, 0.0], [0.0, 0.0, 0.0], [0.0, 0.0, 0.0], [0.0, 0.0, 0.0], [0.0, 0.0, 0.0], [0.0, 0.0, 0.0], [0.0, 0.0, 0.0], [0.0, -0.1, 0.0], [-0.1, 0.0, 0.1], [0.0, 0.0, 0.0], [0.0, 0.0, 0.0], [0.0, 0.1, 0.0], [0.0, 0.0, 0.0], [0.0, -0.1, 0.0], [0.0, 0.0, -0.1], [0.0, 0.0, 0.0], [0.0, 0.0, -0.1], [0.0, 0.0, 0.0], [0.2, -0.1, 1.5], [0.0, 0.1, -0.4], [0.0, -0.1, -0.4], [0.1, 0.9, -0.4], [0.3, -0.1, 0.1], [-0.7, -0.8, -0.2], [-0.3, 0.5, 0.1], [-0.1, 0.0, 0.0], [0.0, 0.0, -0.1], [0.0, 0.1, 0.0], [0.1, -0.1, 0.0], [0.1, -0.1, 0.0], [0.2, -0.4, 0.0], [0.0, 0.0, 0.1], [0.1, 0.0, -0.2], [0.1, 0.1, -0.1], [0.1, 0.1, 0.0], [0.7, -0.2, -0.3], [-0.1, -0.5, 0.9], [-0.2, 0.1, 0.2], [0.1, 0.1, -0.1], [0.0, 0.0, 0.0], [0.0, 0.0, 0.0], [0.0, 0.0, 0.0], [-0.1, -0.1, -0.2], [0.1, 0.0, -0.3], [0.0, 0.1, 0.2], [0.0, -0.1, 0.0], [0.0, 0.0, 0.0], [0.0, 0.0, 0.0], [-0.1, -0.3, 0.0], [0.0, 0.0, 0.0], [0.0, 0.0, 0.0], [0.0, 0.0, -0.1], [0.0, 0.0, 0.0], [0.0, 0.0, 0.0], [-0.4, -0.1, 0.1], [0.0, 0.0, 0.0], [0.0, 0.0, 0.0], [0.0, 0.1, 0.0], [-0.2, 0.1, 0.0], [0.0, 0.0, 0.0], [0.0, 0.0, 0.0], [0.0, 0.0, 0.0], [0.0, 0.0, 0.1], [-0.2, 0.0, 0.0], [0.0, 0.0, 0.0], [0.0, 0.0, 0.0], [0.0, 0.0, 0.0], [0.0, 0.1, 0.0]], "lowdin_charge": [1.19, -0.05, -0.56, -0.07, -0.05, -0.19, 0.01, -0.24, 0.00, -0.31, 0.07, -0.13, 0.08, -0.07, -0.23, -0.04, -0.52, -0.05, -0.05, -0.03, -0.55, -0.05, -0.04, -0.07, -0.29, -0.21, -0.12, -0.01, -0.53, -0.07, -0.04, -0.03, 0.08, 0.07, 0.08, 0.08, 0.09, 0.08, 0.08, 0.09, 0.08, 0.11, 0.13, 0.09, 0.09, 0.08, 0.07, 0.09, 0.08, 0.08, 0.09, 0.10, 0.05, 0.08, 0.09, 0.09, 0.08, 0.09, 0.08, 0.09, 0.09, 0.09, 0.08, 0.09, 0.09, 0.08, 0.09, 0.08, 0.08, 0.08, 0.06, 0.09, -0.10, 0.10, 0.04, -0.28, -0.40, 1.35, -0.39, 0.00, 0.01, -0.02, 0.01, 0.01, -0.02, -0.09, -0.60, -0.08, -0.09, 0.50, -0.37, -0.22, -0.12, -0.08, -0.09, -0.08, -0.11, -0.20, -0.13, -0.08, -0.09, -0.08, -0.10, 0.09, 0.08, 0.06, 0.09, 0.08, 0.04, 0.09, 0.07, 0.06, 0.06, 0.10, 0.10, 0.10, 0.09, 0.09, 0.10, 0.10, 0.10, 0.08], "total_charge": 0, "lumo_energy_ev": -0.5, "gap_ha": 0.23891, "de_lowest_kj_mol": 147.72, "e_homo_ev": -7.048}

***

Entry 2:
{"formula": "C4H7NO2", "method": "ωB97M-V/def2-TZVPD", "elements": ["O", "C", "C", "N", "C", "C", "O", "H", "H", "H", "H", "H", "H", "H"], "xyz": [[-0.753207, -1.176568, 1.740302], [-0.737522, -0.341665, -0.726756], [-1.064779, 0.951566, -0.730274], [0.260068, 1.460956, -0.887875], [0.720163, 0.056347, -0.806702], [1.613177, -0.239754, 0.372172], [2.003303, 0.618194, 1.128720], [-1.485194, -1.779558, 1.555417], [-1.243036, -1.289849, -0.838995], [-1.076179, -0.356462, 1.365319], [-2.002120, 1.498949, -0.796465], [0.661596, 2.045273, -0.157288], [1.176875, -0.307330, -1.735594], [1.909827, -1.299273, 0.482773]], "forces_ev_per_angstrom": [[-0.3, -0.6, 0.7], [-0.1, -0.2, -0.4], [-0.3, 0.2, -0.3], [0.2, 0.1, -0.1], [0.2, -0.1, -0.1], [0.0, 0.2, 0.1], [-0.2, -0.4, -0.3], [0.2, -0.1, 0.2], [0.0, 0.2, 0.0], [0.1, 0.4, 0.0], [0.3, 0.0, 0.1], [-0.2, 0.0, 0.0], [0.2, 0.2, 0.1], [0.0, 0.1, 0.1]], "lowdin_charge": [-0.06, -0.08, -0.12, 0.04, -0.28, -0.22, 0.06, 0.05, 0.10, 0.01, 0.11, 0.11, 0.15, 0.13], "total_charge": 0, "lumo_energy_ev": 0.8, "gap_ha": 0.35375, "de_lowest_kj_mol": 309.77, "e_homo_ev": -8.874}